Entry 1:
101
Properties=species:S:1:pos:R:3:forces:R:3:mulliken_charge:R:1 method="wB97M-V/def2-TZVPD" total_charge=-2 relative_energy_kj_mol=0.0 e_homo_ev=-1.2706 homo_lumo_gap_ev=4.9 total_energy_ev=-148635.950 e_lumo_ha=0.13277
K 0.29928 0.07837 0.90935 1.182 0.933 -0.925 1.099
C -2.19699 2.60574 -0.53520 -0.004 -0.002 0.016 -1.160
N -1.29396 2.62887 0.59291 0.039 -0.075 -0.156 1.343
C -1.99520 2.37913 1.84505 -0.095 -0.041 0.101 -0.941
C -0.37372 3.70561 0.65625 0.016 0.105 0.133 -0.083
C -0.53416 4.87798 -0.06691 -0.089 0.059 -0.075 -0.200
C 0.37119 5.93126 0.03740 0.061 0.086 0.017 -0.749
C 1.45068 5.81168 0.89896 -0.048 0.058 0.007 -0.832
C 1.62814 4.65080 1.63484 -0.083 0.002 -0.052 -0.402
C 0.74928 3.55730 1.52127 0.124 0.058 0.170 -0.750
N 0.98406 2.34956 2.10914 0.215 -0.023 -0.052 1.078
C 1.30719 2.20935 3.40634 -0.281 0.306 0.040 -0.164
C 0.95496 3.15036 4.40694 0.072 -0.009 0.015 -0.598
C 1.12303 2.88752 5.75588 0.076 -0.082 0.022 -0.871
C 1.67007 1.68322 6.17227 0.004 0.074 0.163 -0.666
C 2.06102 0.75052 5.20940 0.157 -0.006 -0.047 -0.202
C 1.90313 0.98408 3.85513 0.022 0.099 0.106 -0.100
N 2.26433 0.03718 2.85882 0.015 -0.075 0.168 0.967
C 3.34825 0.47336 1.99863 0.153 0.047 -0.077 -1.030
C 2.40934 -1.33794 3.27508 -0.049 -0.078 0.037 -1.070
H -2.67757 1.62566 -0.57541 0.014 0.015 -0.037 0.296
H -1.63638 2.76441 -1.45909 -0.013 -0.031 0.010 0.181
H -2.99274 3.37090 -0.46937 0.018 0.016 -0.001 0.307
H -2.76712 3.14568 2.03438 0.010 0.000 -0.057 0.270
H -2.48129 1.40126 1.81400 -0.019 0.017 -0.028 0.328
H -1.29115 2.39294 2.67398 0.015 -0.029 -0.016 0.014
H -1.38890 4.99505 -0.72379 0.008 -0.078 0.014 0.347
H 0.22157 6.83973 -0.53511 -0.003 -0.030 -0.038 0.379
H 2.16316 6.62507 0.99464 0.005 -0.016 -0.001 0.344
H 2.48592 4.54949 2.29022 -0.012 -0.041 0.016 0.408
H 0.49023 4.07780 4.09257 0.012 -0.004 -0.020 0.366
H 0.81552 3.62652 6.48950 -0.026 -0.002 -0.013 0.355
H 1.80210 1.46815 7.22690 -0.002 -0.019 -0.019 0.400
H 2.51217 -0.17633 5.54447 -0.056 -0.056 -0.074 0.285
H 4.32234 0.43936 2.51850 -0.026 -0.030 0.013 0.280
H 3.40410 -0.16915 1.11575 -0.033 -0.028 0.015 0.322
H 3.16021 1.49505 1.67281 -0.012 -0.012 -0.016 0.169
H 3.31273 -1.52484 3.88400 0.005 0.038 -0.006 0.289
H 1.53329 -1.64114 3.85131 0.017 -0.009 0.018 0.182
H 2.46591 -1.96870 2.38448 0.013 0.017 -0.008 0.246
N -2.57089 -1.30365 -1.01262 0.131 -0.255 -0.126 -0.283
C -1.91677 -2.48197 -1.58751 -0.094 -0.200 -0.239 -0.175
C -1.26869 -2.14872 -2.92775 0.250 0.312 0.389 -0.676
N -0.25389 -1.10799 -2.74703 -0.625 0.589 -0.834 -0.576
H -2.25654 -1.22799 -0.04390 -0.256 0.239 0.100 0.065
H -3.57343 -1.42882 -0.99132 -0.017 0.065 0.064 0.273
H -2.60319 -3.33018 -1.71080 -0.075 -0.029 0.064 0.387
H -1.10683 -2.79506 -0.92486 -0.065 -0.061 0.070 -0.110
H -2.02863 -1.78380 -3.62800 -0.081 -0.102 -0.071 0.231
H -0.79408 -3.03487 -3.35845 -0.023 -0.020 -0.046 0.429
H 0.50511 -1.47927 -2.17133 0.008 0.159 -0.164 0.307
H -0.69289 -0.39797 -2.15599 0.101 -0.106 -0.047 0.155
O -3.52178 -1.02949 2.40709 0.108 -0.025 0.027 -0.770
C -2.30645 -1.25129 2.51512 -0.202 -0.109 0.127 -0.315
O -1.41977 -1.14840 1.62079 -1.395 -0.879 0.790 -0.434
C -1.77504 -1.71352 3.86701 -0.008 0.008 -0.153 0.200
C -1.80340 -3.06633 4.19140 -0.046 -0.032 0.021 -0.249
C -1.26667 -3.51774 5.38775 -0.021 0.018 0.001 -0.497
C -0.69977 -2.61456 6.27807 0.020 -0.046 0.029 -0.539
C -0.68097 -1.26211 5.96649 -0.012 -0.024 0.098 -0.427
C -1.21114 -0.81374 4.76466 -0.038 0.036 -0.006 -0.110
H -2.24833 -3.76641 3.49352 0.026 0.001 -0.006 0.408
H -1.29054 -4.57454 5.62981 0.020 -0.004 -0.029 0.364
H -0.26288 -2.96912 7.20497 -0.028 0.028 0.016 0.356
H -0.24200 -0.55329 6.65771 0.028 0.034 -0.061 0.433
H -1.17662 0.24341 4.52312 0.048 -0.010 -0.017 0.293
C -0.32877 5.15870 -4.84731 0.080 0.129 -0.040 -0.943
N -0.60433 3.77717 -5.14799 -0.085 -0.324 0.081 0.307
C -0.10327 2.70421 -4.44718 0.626 0.544 0.423 -0.420
Se 1.17732 2.78675 -3.16876 -0.115 -0.010 0.096 -0.221
N -0.69949 1.58844 -4.93082 -0.387 -1.828 1.432 0.165
C -1.57816 1.93265 -5.93402 -0.504 -0.057 -0.432 0.116
C -2.41152 1.17996 -6.74692 0.082 0.002 0.127 -0.591
C -3.15980 1.85317 -7.70724 -0.045 -0.057 -0.030 -0.489
C -3.08884 3.23499 -7.85090 0.017 0.076 0.021 -0.525
C -2.26254 4.00039 -7.03303 -0.001 -0.089 0.015 -0.693
C -1.51177 3.32608 -6.08575 0.007 -0.109 0.017 0.718
H 0.13062 5.20357 -3.86125 0.012 -0.020 -0.011 0.246
H -1.26272 5.72345 -4.84380 -0.005 -0.039 -0.012 0.358
H 0.35524 5.59740 -5.57750 0.000 -0.027 0.003 0.288
H -0.71842 0.69111 -4.31701 0.497 1.530 -1.398 0.110
H -2.47834 0.10566 -6.63569 0.016 0.007 0.013 0.425
H -3.81524 1.28668 -8.35706 0.012 0.001 0.018 0.364
H -3.68401 3.72615 -8.61055 -0.011 -0.018 0.018 0.359
H -2.21475 5.07741 -7.12735 0.038 -0.016 -0.021 0.393
F 1.84617 -9.54124 -0.97460 0.092 0.081 -0.051 -0.275
C 2.78056 -8.74246 -1.55155 0.044 -0.337 -0.177 0.927
F 2.76476 -9.08279 -2.87543 0.006 0.038 0.193 -0.273
F 3.97833 -9.15951 -1.08358 -0.079 0.055 -0.019 -0.293
C 2.52665 -7.30174 -1.32579 -0.088 0.232 0.040 0.409
C 1.23729 -6.80554 -1.51976 0.140 -0.121 -0.008 -0.792
C 0.97433 -5.46512 -1.34558 -0.023 0.097 0.019 -0.430
C 1.98644 -4.56024 -0.96422 0.068 -0.352 -0.056 0.386
C 3.28056 -5.08698 -0.78501 -0.049 0.171 0.010 -0.714
C 3.54799 -6.42828 -0.96330 -0.071 -0.242 -0.056 -0.550
C 1.71165 -3.18734 -0.76933 0.064 0.230 0.025 -0.580
C 1.46786 -1.98803 -0.60157 0.535 -0.432 0.319 -0.609
H 0.44412 -7.48595 -1.80598 -0.027 0.029 0.006 0.349
H -0.02912 -5.08898 -1.49730 0.007 0.044 0.035 0.456
H 4.07384 -4.40877 -0.49998 -0.016 0.011 0.011 0.456
H 4.54939 -6.81446 -0.82117 0.006 0.057 0.026 0.382

Entry 2:
98
Properties=species:S:1:pos:R:3:forces:R:3:mulliken_charge:R:1 method="wB97M-V/def2-TZVPD" total_charge=+1 e_homo_ev=-9.8134 homo_lumo_gap_ev=5.1 total_energy_ev=-68591.256 e_lumo_ha=-0.17494
C -2.63136 -5.46236 1.57940 0.814 -0.175 -0.079 -1.261
N -3.66463 -4.44832 1.61809 -0.579 0.014 0.449 0.154
C -4.95894 -4.80881 1.05298 0.148 -0.022 0.690 -0.910
C -4.88851 -4.71039 -0.44298 0.488 0.488 -1.922 1.001
F -6.05870 -4.99863 -1.07386 1.146 0.208 0.833 -0.250
F -4.51372 -3.43999 -0.82054 -0.460 -1.190 0.322 -0.264
F -3.91967 -5.55524 -0.93258 -1.053 0.688 0.312 -0.260
C -3.39680 -3.21302 2.10981 -0.274 0.169 -0.234 1.176
C -4.42774 -2.32921 2.55416 0.323 0.154 -0.205 -1.081
C -4.12913 -1.00910 2.78829 -0.145 0.080 0.002 -0.430
C -2.78272 -0.51046 2.79019 -0.002 0.407 0.037 0.266
C -2.53714 0.86276 3.09374 0.064 -0.777 -0.776 -0.502
C -1.26591 1.43687 3.36108 0.362 0.424 0.828 1.126
C -1.01656 2.83236 3.14728 -0.277 -0.497 -0.301 -0.986
C 0.26660 3.33170 3.13239 0.399 -0.009 0.197 -0.246
C 1.36131 2.46815 3.34281 -0.297 -0.512 0.221 -0.539
N 2.67718 2.89238 3.24220 -0.017 0.770 0.228 0.513
C 3.52882 2.37468 2.18767 -0.044 -0.706 -0.190 -1.176
C 3.11332 4.09822 3.92050 -0.422 -0.177 -0.544 -1.061
C 4.22705 3.79450 4.89295 0.928 -0.513 0.934 0.990
F 4.44253 4.83173 5.75760 -0.164 -1.098 -0.945 -0.265
F 3.93944 2.67456 5.64624 0.393 1.208 -0.647 -0.244
F 5.39926 3.54406 4.22611 -0.942 0.195 0.819 -0.271
C 1.11656 1.11903 3.70581 0.077 0.223 -0.071 -0.539
C -0.17146 0.65322 3.83919 0.056 -0.168 -1.068 -0.795
C -1.76226 -1.44512 2.42781 -0.042 -0.493 0.203 -1.084
C -2.05541 -2.75064 2.11125 0.320 0.280 0.249 -0.402
H -1.99509 -5.35007 2.47132 -0.230 -0.204 -0.336 0.496
H -3.09156 -6.45783 1.59579 0.131 0.314 -0.029 0.324
H -2.00057 -5.37728 0.67600 -0.239 -0.138 0.358 0.371
H -5.17180 -5.85221 1.31144 -0.255 0.280 0.007 0.407
H -5.73854 -4.13234 1.41385 0.071 -0.393 -0.181 0.155
H -5.43610 -2.71947 2.70890 0.299 0.420 -0.226 0.534
H -4.94017 -0.31182 3.00187 0.192 -0.187 0.160 0.151
H -3.37892 1.53768 2.93527 0.102 -0.140 0.254 0.924
H -1.84101 3.49557 2.88145 0.131 -0.226 0.052 0.400
H 0.48486 4.37287 2.89295 -0.303 -0.226 0.143 0.523
H 2.94411 2.22343 1.26134 0.287 0.027 0.356 0.356
H 4.31594 3.10876 1.98865 -0.103 -0.296 0.007 0.409
H 3.98518 1.41615 2.49141 0.050 0.358 -0.308 0.308
H 3.51987 4.80974 3.18353 -0.300 0.198 0.470 0.552
H 2.28273 4.49475 4.51306 0.141 0.276 -0.252 0.225
H 1.98381 0.48319 3.89235 -0.322 0.176 0.222 0.393
H -0.34866 -0.36371 4.19044 0.049 0.353 0.023 0.708
H -0.72457 -1.13793 2.34705 -0.267 0.063 -0.119 0.568
H -1.25643 -3.43300 1.81357 -0.290 0.421 -0.012 0.508
C 0.79259 2.71612 6.95602 0.131 -0.196 0.242 -1.140
N -0.59480 3.10520 7.05465 0.226 1.081 -1.162 0.752
C -1.08115 4.27318 6.51941 0.811 0.104 -1.443 0.224
O -0.44438 5.10571 5.86529 -0.414 -0.965 0.920 -0.751
C -2.57890 4.29877 6.77838 0.144 -0.156 -0.171 -0.330
C -2.87294 5.26458 7.93069 0.228 0.215 0.395 -1.214
C -3.24563 6.66556 7.49862 0.187 0.277 -0.010 0.298
C -3.88952 7.47440 8.44211 -0.155 0.183 -0.449 -0.360
C -4.33791 8.74855 8.08977 0.248 -0.147 -0.223 -0.632
C -4.13921 9.21804 6.78181 0.068 -0.266 -0.024 -0.392
C -3.44108 8.43433 5.85131 0.094 -0.055 0.480 -0.773
C -2.93729 7.17876 6.23092 -0.431 0.157 0.064 -0.115
N -2.84281 2.91057 7.11946 0.239 -0.020 0.499 0.408
C -3.75205 2.14637 6.44873 -0.103 -0.093 -1.550 -0.405
C -4.21745 2.43256 5.18857 0.547 0.331 1.227 -0.271
C -5.42852 1.88411 4.61461 -0.887 -0.738 -0.623 0.561
C -6.01076 2.45877 3.44992 0.472 -0.426 0.698 -0.239
C -7.10427 1.86030 2.83087 -0.174 -0.287 0.114 -0.664
C -7.65474 0.68404 3.35634 0.147 0.028 0.168 -0.518
C -7.12486 0.13772 4.53565 0.036 0.210 -0.005 -0.728
C -6.03174 0.72780 5.16537 -0.019 0.335 -0.501 -0.354
C -1.62632 2.35116 7.72635 -0.636 0.102 0.899 0.614
C -1.54455 2.65614 9.25223 -0.408 -0.417 -0.309 -0.648
C -0.57695 1.60814 9.78872 0.250 -0.020 0.379 -0.879
C -0.55455 0.43673 8.77735 0.299 -0.434 0.246 -0.674
C -1.46895 0.82289 7.61117 -0.182 0.389 0.001 -0.900
H 1.30331 3.41766 6.29322 -0.142 -0.057 0.187 0.244
H 1.28405 2.71115 7.93946 -0.034 0.117 -0.284 0.308
H 0.86915 1.70848 6.53397 0.055 0.165 0.006 0.207
H -3.15293 4.58155 5.89045 0.345 0.052 0.246 0.971
H -3.67684 4.85035 8.55873 0.211 0.084 -0.257 0.527
H -1.97255 5.32256 8.56935 -0.396 0.049 -0.122 0.236
H -4.04245 7.07559 9.44676 -0.092 0.192 -0.232 0.376
H -4.83860 9.36813 8.83448 0.103 -0.131 -0.263 0.373
H -4.52094 10.19940 6.49090 0.131 -0.328 0.100 0.374
H -3.27133 8.80237 4.83512 -0.005 -0.074 0.418 0.369
H -2.29793 6.60411 5.55108 -0.392 0.247 0.188 0.322
H -4.05014 1.24170 6.98602 -0.222 0.427 -0.214 0.393
H -3.69678 3.18948 4.58546 -0.422 -0.030 0.493 0.180
H -5.58316 3.38389 3.05661 -0.130 -0.249 0.044 0.433
H -7.54782 2.31653 1.94388 0.176 -0.149 0.242 0.401
H -8.50118 0.19528 2.86831 0.252 0.253 0.158 0.412
H -7.57342 -0.74821 4.98637 0.070 0.179 -0.209 0.431
H -5.60731 0.28334 6.06890 -0.284 0.083 -0.314 0.277
H -1.19563 3.67656 9.44343 -0.185 -0.286 -0.058 0.107
H -2.55941 2.54410 9.66315 0.325 0.001 0.022 0.377
H 0.42776 2.03922 9.87547 -0.213 -0.128 0.124 0.255
H -0.88178 1.27955 10.78751 0.194 0.018 -0.164 0.470
H 0.47261 0.25783 8.43461 -0.246 -0.006 0.068 0.301
H -0.89161 -0.48888 9.26147 0.094 0.174 -0.242 0.466
H -2.45474 0.36258 7.74649 0.261 0.098 -0.028 0.721
H -1.09776 0.53453 6.61592 -0.115 0.057 0.294 -0.372